Here is a molecular structure, C45H48Cl2F3N8NiO2 from OMol25. Energies are from the ωB97M-V functional and the def2-TZVPD basis.

## Properties
HOMO-LUMO gap (spin up / spin down)	0.25641 / 0.23242	hartree
charge	+1
multiplicity	3
ΔE to the lowest compared entry with this formula, charge and spin	78.53	kcal/mol
largest force on an atom	4.197	eV/Å
E_tot	-5060.02354	Ha

Geometry as XYZ:
```
109
Properties=species:S:1:pos:R:3:forces:R:3
Ni -2.80713 -2.96262 -0.08184 4.1 -1.0 -0.3
C -0.46143 -1.37081 -0.19593 -2.2 -2.2 0.9
O -1.57464 -1.16763 0.77972 0.1 0.2 -1.1
O -0.94589 -2.47200 -0.88759 -0.7 1.2 -0.1
C -0.15707 -0.03181 -0.90632 -1.7 -0.1 -1.9
F 0.84986 -0.08860 -1.73981 1.7 -1.1 -0.6
F -1.16206 0.42696 -1.71048 -0.6 -0.6 0.7
F 0.11514 0.93281 -0.07334 0.1 0.9 1.5
C -1.28206 -0.45791 1.97412 0.1 1.2 0.4
C -2.50508 -0.39280 2.84165 -0.1 -1.2 0.5
H -3.44801 -0.21539 2.32445 0.2 0.4 -0.3
H -2.59019 -1.39163 3.26965 -0.3 -0.1 0.5
H -2.38163 0.32376 3.65368 0.0 0.0 -0.1
H -0.98106 0.57153 1.77986 0.1 -0.1 -0.4
H -0.45167 -0.94370 2.48654 0.0 -0.1 0.2
H 0.41850 -1.66346 0.37693 0.4 0.3 0.1
N 3.69420 -3.40974 -2.69884 0.8 -0.3 0.2
C 4.88497 -4.07508 -2.68638 -0.5 2.5 0.3
C 6.09385 -3.36306 -2.49287 -0.4 0.9 -0.1
C 6.09464 -1.93820 -2.43029 -2.5 -0.3 0.3
C 4.83493 -1.26590 -2.53188 0.4 -1.9 0.3
C 3.68345 -2.07235 -2.57963 1.1 -0.4 -0.6
H 4.78677 -5.14473 -2.79860 0.4 -0.1 0.0
H 7.03831 -3.87390 -2.37693 0.0 -0.2 -0.1
H 6.92681 -1.31340 -2.14129 0.5 -0.4 -0.4
H 4.67674 -0.19801 -2.50019 0.4 0.1 0.1
H 2.71232 -1.59987 -2.56994 -0.2 0.0 0.0
N -2.08533 4.75191 3.39020 0.0 -0.2 -0.9
C -1.11229 5.42270 2.70227 -1.6 -1.1 0.6
C -0.73277 5.04282 1.42809 -0.7 -1.6 -0.5
C -1.35062 3.87142 0.86969 1.9 1.6 0.4
C -2.30544 3.20196 1.58429 -0.5 -0.2 -0.9
C -2.68943 3.69976 2.79071 0.3 1.9 1.2
H -0.77534 6.29719 3.23904 0.5 0.1 -0.2
H 0.01224 5.56568 0.84672 0.0 0.1 0.1
H -0.98597 3.54367 -0.09261 -0.2 -0.1 -0.2
H -2.92399 2.41497 1.17876 0.3 -0.3 -0.3
H -3.62359 3.35619 3.20988 0.2 -0.3 0.6
N -3.31241 -4.72865 -1.32936 0.0 -0.5 -1.2
C -4.55548 -5.23916 -1.29099 -0.8 0.1 -0.2
C -5.04046 -6.18641 -2.17780 -0.5 -0.3 0.5
C -4.25020 -6.72685 -3.17055 0.1 -0.6 0.2
C -2.95222 -6.32960 -3.22348 0.9 2.3 1.5
C -2.54144 -5.30536 -2.28915 0.3 -0.4 -0.8
H -5.23697 -4.82944 -0.56017 0.0 0.0 0.2
H -6.03590 -6.59377 -2.07998 -0.2 0.4 0.2
H -4.57899 -7.52234 -3.82286 -0.4 0.1 -0.1
H -2.28464 -6.69143 -3.99147 0.3 0.1 0.2
H -1.52789 -4.93999 -2.36413 0.1 0.2 0.1
N 1.88341 0.47128 3.90650 -0.5 1.3 -0.7
C 0.88578 0.14967 4.76581 1.8 0.4 -0.5
C -0.03462 1.05238 5.20582 -1.3 1.9 -0.4
C -0.02218 2.40802 4.72898 1.0 -2.2 -0.7
C 0.95643 2.72483 3.77554 0.1 -0.7 0.7
C 1.90467 1.73242 3.37614 -1.2 -0.9 1.7
H 0.97268 -0.85205 5.16004 -0.4 -0.2 0.0
H -0.85606 0.72264 5.82460 0.1 0.0 0.4
H -0.78570 3.12246 4.99922 0.1 0.0 0.2
H 0.96245 3.75250 3.44349 0.4 -0.1 -0.4
H 2.71315 1.89938 2.67980 -0.1 0.3 0.0
N -1.76156 -4.40797 1.32726 1.1 -2.7 -0.4
C -0.85881 -5.40173 0.89783 -0.7 1.9 -0.3
C -0.38999 -6.44803 1.66231 -0.1 0.4 0.7
C -0.78778 -6.52112 2.98616 -1.2 1.2 0.9
C -1.68398 -5.53436 3.48318 1.6 -1.4 -0.5
C -2.13472 -4.58788 2.60416 -0.9 1.5 -0.5
H -0.41173 -5.28318 -0.07810 -0.4 0.3 -0.2
H 0.38085 -7.12080 1.31649 -0.2 0.0 -0.4
H -0.42764 -7.28285 3.66179 0.1 -0.1 -0.1
H -1.90855 -5.47338 4.53781 -0.3 -0.1 -0.1
H -2.87029 -3.85683 2.90567 0.0 0.1 0.5
N 4.78148 0.89683 1.50869 -0.7 -0.3 -1.0
C 3.72676 0.67588 0.62908 1.5 2.3 0.7
C 3.07921 1.75082 -0.01763 1.0 -1.2 0.6
C 3.46745 3.05145 0.30949 -0.4 -0.5 -0.1
C 4.47020 3.26345 1.23502 0.6 -0.6 -0.8
C 5.19132 2.15078 1.73887 -2.2 0.7 -0.5
H 3.49276 -0.34978 0.38481 0.0 -0.2 0.2
H 2.36039 1.51281 -0.78773 -0.1 0.3 0.1
H 2.97801 3.88215 -0.17712 0.0 0.1 0.0
H 4.78504 4.28607 1.38182 0.2 0.0 0.4
H 6.00581 2.41408 2.39742 0.3 -0.8 0.1
N -3.76776 4.81944 -2.53490 0.2 -1.7 -2.6
C -3.55447 3.65252 -1.85769 0.3 2.2 -1.2
C -3.26385 2.42665 -2.44165 -0.2 0.3 -0.1
C -3.18215 2.30180 -3.84656 0.0 1.0 1.9
C -3.38868 3.48142 -4.57166 0.1 -0.6 0.3
C -3.70103 4.68599 -3.92764 0.3 -0.8 2.2
H -3.43411 3.86373 -0.80540 -0.4 -0.6 0.3
H -3.03287 1.66962 -1.70683 0.0 -0.5 -0.5
H -2.83410 1.36549 -4.25718 -0.2 0.1 -0.4
H -3.21059 3.41723 -5.63494 -0.3 0.4 -0.2
H -3.80330 5.57362 -4.53432 -0.2 0.2 0.2
N 2.29950 4.25876 -3.44814 -1.4 -0.2 0.0
C 1.17109 3.60194 -3.00469 1.7 1.0 0.0
C -0.07915 4.14969 -3.03934 -0.3 0.2 -1.2
C -0.22899 5.39809 -3.66113 -0.8 -0.1 0.8
C 0.86044 6.10350 -4.08619 0.5 -0.5 -0.2
C 2.10137 5.46377 -3.99820 0.0 -0.3 0.7
H 1.32530 2.64240 -2.53365 0.2 -0.2 -0.1
H -0.94014 3.54833 -2.78744 -0.1 0.1 0.3
H -1.21819 5.82792 -3.71706 -0.1 0.1 -0.1
H 0.77916 7.09705 -4.50169 0.0 0.0 -0.1
H 2.97291 6.00903 -4.32912 0.3 -0.2 -0.1
C 2.62240 -2.47486 2.46485 -0.3 0.2 0.5
Cl 1.57555 -3.30012 3.66208 -0.1 -0.2 -0.2
Cl 3.48639 -3.61495 1.41258 -0.3 0.5 0.3
H 1.94786 -1.83787 1.89273 0.3 -0.2 -0.1
H 3.25970 -1.84785 3.08839 0.3 -0.2 -0.5
```
Positions in Å, forces in eV/Å.